Here is a cluster of 2 separate species, H4O2 in total at a distorted geometry from OMol25. Energies are from the ωB97M-V functional and the def2-TZVPD basis.

XYZ file:
```
6
Properties=species:S:1:pos:R:3:forces:R:3
H 1.517 0.649 -0.172 -1.183 -0.377 -0.323
H 1.938 -0.619 0.191 0.195 -1.399 0.317
H -1.973 0.169 0.671 0.329 -1.292 -1.671
H -0.942 0.345 -0.398 -0.315 -0.955 -0.165
O 1.113 -0.253 -0.119 1.347 1.919 -0.015
O -1.652 -0.291 -0.173 -0.374 2.104 1.857
```
Positions in Å, forces in eV/Å.

For the total energy, the calculation gives -152.85615 Ha. Its spin multiplicity is 1. The calculation puts the HOMO energy at -10.86 eV. As for the SMILES: O.O. The value obtained for the LUMO energy is 0.0230 hartree. Its frontier orbital gap is 11.482 eV. As for the relative energy (zero: lowest compared OMol25 entry of this formula, charge and spin): 11.8 kcal per mole.

Here is a structure of composition C15H42O6 at a distorted geometry from OMol25. Energies are from the ωB97M-V functional and the def2-TZVPD basis.

XYZ file:
```
63
Properties=species:S:1:pos:R:3:forces:R:3
O -0.261 -0.154 -0.668 2.023 -1.056 -2.347
H -0.404 -0.573 0.181 -0.070 -0.039 0.067
H 0.466 0.450 -0.519 -0.428 -0.323 -0.208
C 2.837 0.501 -1.385 0.116 -0.723 1.509
C 2.390 1.327 -0.151 2.251 1.664 -2.666
C 1.807 2.638 -0.646 2.172 -0.142 -0.878
O 1.444 0.563 0.539 2.537 2.084 0.440
H 3.705 0.852 -1.944 -0.623 0.625 -0.338
H 1.905 0.255 -1.894 0.488 0.127 -0.869
H 3.218 -0.441 -0.990 -0.077 -0.408 0.024
H 3.276 1.594 0.425 -0.032 -0.369 0.657
H 0.948 2.430 -1.284 2.373 -0.080 -0.470
H 2.440 3.241 -1.297 0.912 -0.238 0.415
H 1.476 3.235 0.204 0.638 0.325 -0.165
H 1.982 -0.103 0.973 -0.269 -0.057 0.035
C -1.938 -1.608 -2.185 0.634 -0.124 -0.578
C -0.547 -1.432 -2.879 0.069 0.670 -0.667
C 0.641 -2.299 -2.399 -1.030 0.539 -0.137
O -0.629 -1.622 -4.291 -0.451 -0.827 -0.415
H -1.918 -1.409 -1.114 -0.036 -0.490 -0.390
H -2.346 -2.591 -2.420 -0.115 -0.047 0.076
H -2.602 -0.815 -2.527 -0.071 -0.172 -0.375
H -0.343 -0.362 -2.835 0.486 -0.133 0.668
H 1.516 -2.248 -3.048 -0.149 0.448 -0.110
H 0.331 -3.343 -2.412 0.051 -0.057 0.259
H 0.863 -1.927 -1.399 0.287 -0.628 -0.418
H -1.298 -1.011 -4.609 -0.098 -0.005 -0.179
C 1.410 0.955 3.150 0.731 -0.181 0.116
C 0.064 0.292 3.422 -0.222 0.530 -2.012
C -1.005 0.788 2.401 0.765 0.204 1.432
O 0.178 -1.113 3.281 1.217 0.898 4.107
H 2.188 0.545 3.794 -0.198 0.335 0.731
H 1.283 2.033 3.251 0.320 0.112 0.287
H 1.830 0.785 2.158 -0.647 0.578 1.593
H -0.202 0.694 4.400 -0.398 -0.993 0.472
H -0.696 0.495 1.398 -0.014 1.556 1.270
H -1.200 1.856 2.502 0.349 0.006 0.222
H -1.955 0.281 2.571 -0.136 0.090 0.211
H -0.242 -1.459 2.490 -0.293 2.370 2.939
C -0.674 2.826 -0.717 -2.680 -0.116 2.665
C -1.899 2.046 -0.097 -0.377 0.865 -2.149
C -3.231 2.779 -0.101 0.511 1.716 0.938
O -2.122 0.981 -0.976 -3.887 0.932 -0.612
H -0.689 3.900 -0.533 -0.340 0.313 -0.381
H -0.513 2.580 -1.767 -0.737 0.158 -0.084
H 0.252 2.572 -0.202 -3.739 -0.349 0.709
H -1.647 1.649 0.886 -0.516 1.101 -1.076
H -3.092 3.819 0.195 0.340 0.366 0.140
H -3.902 2.454 0.694 -0.346 -0.663 -0.504
H -3.663 2.888 -1.096 -0.154 -0.689 0.097
H -1.321 0.452 -1.005 0.214 -0.184 -0.206
C -0.479 -3.369 0.259 -0.145 -1.051 0.449
C -0.014 -2.402 1.351 1.009 -3.660 -3.535
C 1.462 -2.004 1.061 -0.039 -1.157 0.915
O -0.841 -1.280 1.286 -2.099 -1.529 -1.210
H -1.297 -3.994 0.615 -0.136 -0.045 0.330
H 0.354 -4.049 0.079 -0.218 -0.052 -0.484
H -0.877 -2.921 -0.652 0.708 0.006 0.373
H -0.215 -2.889 2.304 0.747 -0.426 -0.078
H 1.504 -1.278 0.250 -0.056 -1.708 -0.195
H 2.037 -2.916 0.898 -0.211 -0.037 -0.672
H 2.003 -1.613 1.923 -0.465 0.323 0.308
H -1.748 -1.530 1.096 -0.445 -0.182 -0.044
```
Positions in Å, forces in eV/Å.

For the total energy, the calculation gives -1047.72606 Ha. Its spin multiplicity is 1. The calculation puts the HOMO energy at -8.59 eV. The value obtained for the LUMO energy is 0.0179 hartree. Its frontier orbital gap is 9.082 eV. As for the relative energy (zero: lowest compared OMol25 entry of this formula, charge and spin): 267.2 kcal per mole.

Here is a structure of composition C5H9NS at a distorted geometry from OMol25. Energies are from the ωB97M-V functional and the def2-TZVPD basis.

XYZ file:
```
16
Properties=species:S:1:pos:R:3:forces:R:3
C 0.231 -1.250 2.729 -2.973 2.074 -3.919
C -0.366 -0.488 1.274 1.879 -0.948 6.551
C 1.013 1.013 -0.254 0.918 -0.262 1.649
C -0.693 -0.637 -1.164 -0.023 -1.864 0.176
C 0.304 -0.342 -0.015 -1.587 0.933 -0.919
N -1.092 0.482 1.962 1.273 -3.390 1.882
S -1.046 -0.184 3.591 1.004 -0.521 -2.023
H 0.243 -2.369 2.901 -0.134 1.387 -0.246
H 1.778 1.274 0.525 -0.307 -0.874 -0.675
H 0.415 1.906 -0.179 -0.983 0.024 -0.400
H 1.472 0.950 -1.220 0.388 0.268 -0.494
H -0.462 -1.649 -1.595 -0.379 0.848 0.410
H -0.441 0.054 -1.898 -0.138 1.239 -1.730
H -1.758 -0.632 -0.942 0.071 0.310 0.187
H 0.939 -1.166 -0.194 1.475 -0.537 0.801
H -1.674 1.261 1.865 -0.485 1.315 -1.250
```
Positions in Å, forces in eV/Å.

For the total energy, the calculation gives -648.68433 Ha. Its spin multiplicity is 1. The calculation puts the HOMO energy (alpha / beta) at -7.46 / -7.46 eV. The value obtained for the LUMO energy (alpha / beta) is 0.0187 / 0.0187 hartree. Its frontier orbital gap (alpha / beta) is 7.967 / 7.968 eV. As for the relative energy (zero: lowest compared OMol25 entry of this formula, charge and spin): 105.9 kcal per mole.

Here is a structure of composition C26H43F5P2Ti at a distorted geometry from OMol25. Energies are from the ωB97M-V functional and the def2-TZVPD basis.

XYZ file:
```
77
Properties=species:S:1:pos:R:3:forces:R:3
Ti -0.303 1.045 -1.620 -0.085 1.644 5.530
C -0.537 -2.452 2.619 3.459 -1.906 -4.291
C 0.724 -2.282 1.987 -4.459 -2.451 -0.125
C 0.618 -0.800 3.730 -1.361 -0.533 0.276
C -0.617 -1.511 3.681 2.002 2.998 2.384
C 1.473 -1.298 2.710 0.340 1.952 2.171
C -1.579 -3.451 2.283 -0.177 -0.478 0.030
H -1.160 -4.359 1.840 0.072 0.185 0.060
H -2.311 -3.067 1.567 -0.030 0.193 0.076
H -2.132 -3.770 3.174 0.061 0.142 -0.124
C -1.761 -1.335 4.606 0.116 0.491 0.046
H -2.718 -1.239 4.075 0.220 -0.156 -0.105
H -1.638 -0.446 5.232 0.058 -0.164 -0.163
H -1.882 -2.183 5.297 0.174 -0.079 -0.281
C 0.949 0.244 4.710 0.349 0.747 0.770
H 1.176 -0.163 5.711 -0.128 0.093 -0.322
H 0.121 0.962 4.823 0.394 -0.171 -0.050
H 1.844 0.792 4.393 -0.265 0.050 0.078
C 2.876 -0.892 2.490 -0.709 -1.400 -0.234
H 3.485 -1.011 3.394 -0.248 0.281 0.055
H 2.930 0.172 2.196 0.000 0.494 0.037
H 3.334 -1.496 1.702 -0.041 0.167 0.048
C 1.209 -3.008 0.800 0.244 -0.442 -0.483
H 2.124 -3.589 1.027 -0.364 0.194 -0.164
H 1.470 -2.309 -0.018 -0.098 -0.285 0.288
H 0.433 -3.704 0.440 0.443 0.269 0.052
C -1.749 1.574 -2.800 -3.272 0.227 0.605
C -1.830 0.158 -2.537 -3.370 -2.053 -1.220
C -1.262 -0.814 -3.571 -0.304 0.102 -0.713
C 0.201 -1.299 -3.262 -1.781 -0.578 -0.805
C 0.982 -0.268 -2.504 3.409 -0.210 -2.176
C 1.165 1.031 -3.038 2.778 -2.347 -2.220
C 0.402 1.638 -4.195 0.483 0.365 -0.698
C -1.020 2.211 -3.880 -0.069 1.167 -0.513
H -1.340 -0.281 -4.529 0.522 -0.241 0.047
H 0.627 -1.521 -4.266 0.296 0.274 0.762
H -1.922 -1.682 -3.777 0.473 0.435 0.570
H -1.638 2.198 -4.786 0.350 -0.219 -0.145
H -2.532 2.160 -2.335 0.020 0.125 -0.081
H -2.907 -0.156 -2.273 0.977 0.463 0.062
H -0.982 3.278 -3.613 0.296 -0.191 -0.174
H 0.999 2.507 -4.548 -0.338 -0.713 0.204
H 2.107 1.539 -2.857 -0.395 0.136 0.750
H 0.280 0.945 -5.052 0.305 0.115 0.628
H 0.113 -2.279 -2.753 0.345 0.689 0.115
H 1.688 -0.690 -1.779 0.076 0.658 -0.226
P -3.409 -1.986 -1.146 0.118 0.427 0.311
P 3.746 2.250 1.058 -1.601 -0.877 -0.764
C 1.148 2.041 -0.097 -1.692 -0.912 -1.075
C 2.566 2.380 -0.450 0.988 0.674 0.666
H 1.098 1.520 0.848 -0.153 -0.145 0.342
H 0.513 2.926 -0.004 0.406 0.128 0.181
H 3.020 1.803 -1.271 -0.028 0.181 0.347
H 2.618 3.453 -0.689 0.128 -0.329 -0.474
C 3.897 4.034 1.408 0.504 0.270 0.587
H 4.378 4.238 2.381 -0.182 -0.196 -0.425
H 2.890 4.488 1.444 0.385 -0.360 -0.093
H 4.491 4.506 0.636 0.040 0.317 -0.210
C 5.176 1.562 0.139 0.741 0.266 0.311
H 5.708 2.344 -0.409 0.086 -0.168 -0.077
H 4.815 0.806 -0.573 0.008 0.265 0.271
H 5.875 1.059 0.824 -0.113 0.276 -0.239
C -5.072 -1.222 -1.327 0.570 0.192 -0.766
H -5.672 -1.824 -0.629 -0.220 -0.207 -0.247
H -5.429 -1.239 -2.369 -0.197 -0.352 0.520
H -5.167 -0.179 -0.960 0.633 -0.620 0.029
C -3.320 -3.358 -2.371 0.117 1.117 -0.183
H -2.337 -3.861 -2.482 -0.453 0.618 0.384
H -3.665 -2.988 -3.354 -0.293 -0.708 0.410
H -3.991 -4.087 -1.878 -0.251 0.066 -0.423
F -3.074 1.266 -0.394 0.258 0.022 0.700
C -1.785 1.124 0.175 0.425 0.077 -0.880
F -1.877 -0.050 0.920 0.028 -0.109 -0.192
C -1.680 2.213 1.236 -0.413 0.842 1.289
F -1.318 3.439 0.787 -0.483 -0.780 -0.188
F -2.863 2.372 1.856 0.100 0.022 0.028
F -0.790 1.871 2.198 -0.221 -0.032 -0.471
```
Positions in Å, forces in eV/Å.

For the total energy, the calculation gives -3047.03377 Ha. Its spin multiplicity is 1. The calculation puts the HOMO energy (alpha / beta) at -12.54 / -12.54 eV. The value obtained for the LUMO energy (alpha / beta) is -0.3095 / -0.3095 hartree. The net charge is +2. Its frontier orbital gap (alpha / beta) is 4.119 / 4.119 eV.

Here is a structure of composition C4H7NO from OMol25. Energies are from the ωB97M-V functional and the def2-TZVPD basis.

XYZ file:
```
13
Properties=species:S:1:pos:R:3:forces:R:3
O 1.583 0.182 1.082 -0.084 0.127 0.171
C 1.289 0.270 -0.293 -0.031 -0.013 -0.340
C 0.083 -0.589 -0.682 -0.027 0.017 -0.004
C -1.104 -0.445 0.248 0.080 -0.506 -0.093
C -1.183 1.240 0.748 -0.833 0.185 -0.521
N -2.140 1.110 0.051 0.745 0.148 0.554
H 0.949 0.763 1.527 0.147 -0.116 0.023
H 2.173 -0.077 -0.836 -0.130 0.048 0.055
H 1.104 1.312 -0.592 0.039 -0.145 0.075
H 0.360 -1.651 -0.638 -0.029 0.117 -0.006
H -0.216 -0.368 -1.713 0.045 -0.014 0.145
H -0.919 -0.818 1.254 -0.050 0.083 -0.124
H -1.994 -0.941 -0.141 0.128 0.069 0.065
```
Positions in Å, forces in eV/Å.

For the total energy, the calculation gives -286.50341 Ha. Its spin multiplicity is 1. The calculation puts the HOMO energy at -10.52 eV. The value obtained for the LUMO energy is 0.0325 hartree. Its frontier orbital gap is 11.407 eV. As for the relative energy (zero: lowest compared OMol25 entry of this formula, charge and spin): 80.5 kcal per mole.

Here is a structure of composition C17H23F5NO2P2SSm at a distorted geometry from OMol25. Energies are from the ωB97M-V functional and the def2-TZVPD basis.

XYZ file:
```
52
Properties=species:S:1:pos:R:3:forces:R:3
Sm 0.589 -0.089 0.650 0.895 -1.346 1.216
P -2.401 0.073 -0.441 -0.550 -0.939 -0.414
C -1.703 0.495 -2.060 -0.580 1.334 0.505
C -0.440 1.298 -2.331 0.960 -0.159 0.129
N 0.672 1.094 -1.559 -0.187 -0.083 -0.549
C 1.883 1.432 -2.071 0.069 0.183 0.258
C 1.998 2.075 -3.288 -0.001 -0.067 -0.345
C 0.876 2.331 -4.057 0.210 0.101 0.165
C -0.350 1.928 -3.570 -0.930 -0.147 0.410
C 3.185 1.132 -1.335 0.270 -0.105 0.478
P 3.177 -0.400 -0.277 0.226 0.028 -0.802
H -1.269 2.057 -4.141 0.322 0.005 -0.007
H 2.985 2.330 -3.637 0.056 0.064 -0.132
H 0.960 2.806 -5.028 -0.012 -0.001 0.091
H 3.990 0.977 -2.073 -0.281 0.428 0.221
H 3.463 1.974 -0.666 -0.072 -0.279 -0.457
H -1.431 -0.470 -2.500 -0.394 -0.511 -0.275
H -2.549 0.938 -2.609 0.216 -0.146 0.026
H -0.304 -2.008 -2.069 0.210 -0.007 -0.406
O -0.713 -1.883 -2.963 -0.556 -1.272 0.588
H -1.427 -2.560 -2.960 0.738 0.436 -0.428
H -1.481 -0.876 0.122 -0.595 0.593 0.027
O 0.407 -1.903 -0.451 -0.282 0.264 0.228
H 0.802 -2.778 -0.328 -0.207 0.197 0.083
C 3.404 -1.727 -1.509 -0.224 -0.216 0.022
H 4.384 -1.666 -1.992 -0.081 0.046 0.180
H 3.323 -2.690 -0.979 0.053 0.244 -0.310
H 2.631 -1.673 -2.289 0.138 -0.059 0.332
C 4.687 -0.422 0.705 0.153 0.182 0.282
H 4.590 -1.244 1.425 0.072 0.155 -0.137
H 5.584 -0.580 0.099 -0.130 0.099 0.049
H 4.769 0.511 1.274 0.081 -0.190 -0.069
C -2.860 1.476 0.570 0.323 0.462 0.417
H -3.903 1.735 0.320 0.394 -0.034 -0.020
H -2.811 1.280 1.654 -0.039 -0.071 -0.429
H -2.195 2.323 0.330 -0.357 -0.206 0.138
C -3.800 -1.062 -0.585 -0.248 -0.201 -0.397
H -4.185 -1.376 0.398 0.272 0.383 -0.170
H -4.615 -0.606 -1.162 0.146 0.022 0.153
H -3.495 -1.978 -1.105 0.094 0.244 0.027
F -3.629 0.811 5.670 1.243 -0.311 -0.626
C -2.511 0.351 5.066 -0.515 -0.225 0.220
C -1.789 1.150 4.176 -0.834 0.823 0.320
F -2.202 2.426 3.977 0.375 -0.952 -0.174
C -0.696 0.625 3.509 0.074 -0.725 0.237
F -0.149 1.404 2.439 -0.182 -0.409 1.075
C -0.185 -0.666 3.784 -1.048 0.448 -0.207
S 1.219 -1.353 3.049 0.581 0.286 -1.135
C -0.961 -1.472 4.658 0.397 -0.226 -0.297
F -0.589 -2.766 4.833 -0.547 1.568 0.006
C -2.108 -0.979 5.268 -0.335 -0.704 0.673
F -2.828 -1.799 6.062 0.620 0.997 -0.769
```
Positions in Å, forces in eV/Å.

For the total energy, the calculation gives -3104.47950 Ha. Its spin multiplicity is 6. The calculation puts the HOMO energy (alpha / beta) at -13.58 / -13.59 eV. The value obtained for the LUMO energy (alpha / beta) is -0.2587 / -0.2421 hartree. The net charge is +2. Its frontier orbital gap (alpha / beta) is 6.538 / 7.000 eV. Its expectation value of S² is 8.77. As for the relative energy (zero: lowest compared OMol25 entry of this formula, charge and spin): 0.0 kcal per mole.